(1)
The following is a DFT calculation (the ωB97M-V functional and the def2-TZVPD basis) of C27H15F10InN4O5S4 as an isolated structure.

Last column: natural (NBO) charge in e.
Element x y z (Å)
In: -0.123 -0.521 -0.871  1.66
C: 1.776 -2.362 -2.739  -0.42
N: 1.913 -1.434 -1.605  -0.51
C: 2.546 -2.114 -0.460  -0.21
C: 2.039 -1.631 0.896  -0.23
N: 0.580 -1.688 0.906  -0.79
C: 0.007 -1.734 2.146  0.08
C: -1.213 -2.420 2.349  0.37
F: -1.784 -3.048 1.324  -0.29
C: -1.843 -2.501 3.571  0.24
F: -3.002 -3.175 3.691  -0.31
C: -1.284 -1.923 4.699  0.22
F: -1.886 -2.026 5.902  -0.32
C: -0.091 -1.252 4.558  0.25
F: 0.468 -0.658 5.630  -0.31
C: 0.520 -1.150 3.320  0.31
F: 1.628 -0.380 3.278  -0.33
C: 2.660 -0.253 -2.052  -0.22
C: 2.710 0.884 -1.041  -0.24
N: 1.469 1.050 -0.300  -0.73
C: 1.264 2.191 0.372  0.11
C: 0.277 2.216 1.397  0.26
F: -0.337 1.055 1.699  -0.31
C: -0.099 3.321 2.119  0.28
F: -1.071 3.219 3.043  -0.31
C: 0.538 4.534 1.925  0.19
F: 0.178 5.638 2.615  -0.31
C: 1.549 4.568 0.990  0.27
F: 2.195 5.729 0.770  -0.31
C: 1.904 3.454 0.247  0.27
F: 2.894 3.672 -0.651  -0.33
H: 2.768 -2.685 -3.085  0.17
H: 1.247 -1.879 -3.562  0.25
H: 1.209 -3.233 -2.427  0.22
H: 3.635 -1.985 -0.521  0.17
H: 2.326 -3.178 -0.549  0.21
H: 2.444 -0.640 1.112  0.19
H: 2.443 -2.318 1.651  0.18
H: 2.173 0.098 -2.958  0.25
H: 3.691 -0.546 -2.302  0.17
H: 2.985 1.766 -1.618  0.21
H: 3.532 0.702 -0.330  0.16
O: -4.005 1.068 1.876  -0.69
C: -3.015 0.717 1.025  0.78
O: -2.543 -0.383 1.011  -0.54
C: -2.616 1.822 0.103  0.06
C: -3.162 3.086 0.207  -0.21
C: -2.743 4.057 -0.697  -0.18
C: -1.839 3.706 -1.677  -0.20
C: -1.342 2.403 -1.708  0.14
N: -1.704 1.494 -0.815  -0.42
C: -0.355 1.995 -2.816  0.77
O: -0.114 2.861 -3.658  -0.69
O: 0.089 0.822 -2.734  -0.75
H: -4.170 0.281 2.417  0.50
H: -3.882 3.299 0.983  0.23
H: -3.128 5.066 -0.632  0.21
H: -1.482 4.390 -2.433  0.25
O: -0.535 -7.000 -2.031  -0.64
C: -0.810 -5.877 -2.410  0.15
S: -0.644 -5.319 -4.072  0.28
C: -1.115 -3.618 -3.858  -0.34
C: -1.397 -3.284 -2.569  -0.51
S: -1.964 -1.712 -2.014  -0.28
S: -1.280 -4.560 -1.347  0.31
S: -1.076 -2.678 -5.289  -0.44

- Charge: -2
- Energy relative to the best compared isomer or geometry (same formula, charge and spin): 1.02 kcal/mol
- Orbital gap: 5.1 eV
- 2S+1: 1
- HOMO level: -1.20 eV



(2)
The following is a DFT calculation (the ωB97M-V functional and the def2-TZVPD basis) of C27H15F4N4O4Re as an isolated structure at a distorted geometry.

Last column: Löwdin spin population.
Element x y z (Å)
Re: -0.445 -0.400 -0.553  0.78
O: -2.830 -1.839 5.317  0.00
C: -2.990 -0.531 5.474  0.00
O: -3.311 -0.048 6.524  0.00
C: -2.740 0.370 4.298  0.00
C: -2.938 1.716 4.418  0.00
N: -2.601 2.268 3.235  0.00
N: -2.182 1.388 2.331  0.00
C: -2.264 0.223 2.964  0.00
C: -1.904 -1.005 2.238  0.01
O: -2.051 -2.109 2.688  0.02
O: -1.430 -0.879 0.982  0.04
H: -2.581 -2.057 4.404  0.00
H: -3.296 2.283 5.263  0.00
H: -2.626 3.243 2.994  0.00
F: 4.187 -2.119 1.572  -0.01
C: 3.439 -1.075 1.216  0.00
C: 2.222 -1.307 0.599  0.04
C: 1.449 -0.217 0.240  -0.02
C: 1.890 1.098 0.476  0.02
C: 3.122 1.260 1.097  0.00
F: 3.584 2.491 1.369  0.00
C: 3.912 0.195 1.475  0.04
C: 0.964 2.179 0.136  0.00
C: 1.237 3.545 0.147  0.00
C: 0.221 4.441 -0.137  0.00
C: -1.062 3.977 -0.424  0.00
C: -1.258 2.620 -0.471  0.01
N: -0.269 1.744 -0.217  0.00
H: 1.905 -2.325 0.414  0.00
H: 4.864 0.357 1.962  0.00
H: 2.229 3.899 0.372  0.00
H: 0.427 5.505 -0.132  0.00
H: -1.883 4.653 -0.626  0.00
H: -2.225 2.198 -0.717  0.00
F: -0.518 -5.793 -0.565  0.00
C: -0.263 -4.684 -1.253  0.00
C: -0.415 -3.463 -0.619  0.00
C: -0.159 -2.303 -1.340  0.00
C: 0.262 -2.382 -2.672  0.00
C: 0.407 -3.637 -3.250  0.00
F: 0.807 -3.754 -4.526  0.00
C: 0.149 -4.803 -2.564  0.00
C: 0.487 -1.096 -3.324  0.02
C: 0.955 -0.910 -4.618  0.00
C: 1.098 0.363 -5.130  0.02
C: 0.766 1.456 -4.342  0.00
C: 0.331 1.228 -3.065  0.02
N: 0.194 -0.013 -2.538  0.01
H: -0.743 -3.446 0.414  0.00
H: 0.270 -5.765 -3.043  0.00
H: 1.204 -1.769 -5.219  0.00
H: 1.467 0.500 -6.139  0.00
H: 0.850 2.471 -4.703  0.00
H: 0.083 2.059 -2.431  0.00

- Charge: +1
- Orbital gap (spin up / spin down): 6.7 / 6.6 eV
- 2S+1: 2
- HOMO level (spin up / spin down): -11.59 / -11.48 eV



(3)
The following is a DFT calculation (the ωB97M-V functional and the def2-TZVPD basis) of C27H16BCo2F3O8S as an isolated structure at a distorted geometry.

Last column: natural (NBO) charge in e.
Element x y z (Å)
C: -0.046 6.414 -0.574  -0.64
C: 0.128 5.074 0.023  -0.18
C: 0.288 4.767 1.356  -0.27
C: 0.667 3.393 1.583  -0.25
C: 0.917 2.694 0.426  -0.42
B: 2.028 1.446 0.264  0.77
C: 3.679 1.778 0.345  -0.26
C: 4.352 2.129 -0.824  -0.19
C: 5.758 2.222 -0.855  -0.19
C: 6.480 2.020 0.315  -0.17
C: 7.991 2.140 0.307  0.98
F: 8.483 2.645 1.480  -0.33
F: 8.568 0.908 0.128  -0.33
F: 8.459 2.956 -0.686  -0.33
C: 5.825 1.717 1.499  -0.19
C: 4.422 1.610 1.514  -0.15
O: 1.609 0.505 1.351  -0.53
C: 1.197 -0.576 0.693  0.34
C: 1.278 -0.407 -0.731  0.40
C: 0.599 -1.283 -1.586  -0.30
C: -0.101 -2.340 -1.013  -0.16
C: -0.147 -2.534 0.365  -0.17
C: 0.498 -1.657 1.230  -0.28
O: 1.796 0.779 -1.056  -0.55
S: 0.484 3.664 -0.954  0.39
H: -0.184 7.162 0.209  0.22
H: 0.830 6.680 -1.173  0.22
H: -0.901 6.388 -1.250  0.22
H: 0.212 5.532 2.132  0.22
H: 0.778 2.987 2.580  0.22
H: 3.819 2.326 -1.759  0.22
H: 6.277 2.448 -1.787  0.23
H: 6.412 1.565 2.405  0.22
H: 3.958 1.385 2.475  0.21
H: 0.615 -1.094 -2.656  0.24
H: -0.639 -3.020 -1.676  0.22
H: -0.708 -3.374 0.785  0.23
H: 0.441 -1.761 2.302  0.24
O: -8.363 -2.208 -2.059  -0.46
C: -7.476 -2.731 -1.532  0.60
Co: -6.195 -3.727 -0.816  0.02
C: -6.527 -3.595 0.941  0.50
O: -6.717 -3.491 2.080  -0.48
C: -7.051 -5.212 -1.272  0.51
O: -7.543 -6.236 -1.476  -0.46
C: -4.583 -2.405 -1.300  -0.45
C: -3.704 -1.775 -0.453  -0.10
C: -3.051 -0.650 -0.082  -0.30
Co: -3.788 -3.618 -0.260  -0.05
C: -3.656 -3.642 1.500  0.57
O: -3.573 -3.726 2.653  -0.47
C: -2.481 -4.629 -0.984  0.56
O: -1.773 -5.420 -1.449  -0.47
C: -4.613 -5.286 -0.368  0.41
O: -4.669 -6.436 -0.147  -0.51
H: -4.669 -2.123 -2.364  0.24
H: -2.619 -0.609 0.915  0.23
H: -3.071 0.229 -0.718  0.22

- Charge: 0
- Orbital gap: 2.7 eV
- 2S+1: 1
- HOMO level: -7.37 eV



(4)
The following is a DFT calculation (the ωB97M-V functional and the def2-TZVPD basis) of C27H16BrF5O5PV as an isolated structure at a distorted geometry.

Last column: natural (NBO) charge in e.
Element x y z (Å)
V: 0.387 1.064 -0.242  1.30
O: -0.434 4.751 -1.292  -0.43
C: -0.719 3.670 -0.934  0.80
O: 0.151 2.580 -1.061  -0.63
C: -2.008 3.195 -0.288  -0.85
P: -1.596 1.872 0.898  1.21
C: -1.061 2.588 2.442  -0.43
C: -0.840 1.730 3.526  -0.21
C: -0.399 2.251 4.730  -0.14
C: -0.162 3.617 4.849  -0.17
C: -0.365 4.466 3.770  -0.19
C: -0.815 3.957 2.561  -0.18
C: -2.964 0.752 1.131  -0.35
C: -3.816 0.938 2.222  -0.18
C: -4.930 0.125 2.357  -0.19
C: -5.192 -0.859 1.414  -0.14
C: -4.345 -1.039 0.326  -0.18
C: -3.227 -0.236 0.180  -0.21
H: -2.624 2.734 -1.066  0.30
H: -2.570 4.022 0.144  0.30
H: -1.030 0.667 3.434  0.23
H: -0.249 1.596 5.577  0.23
H: 0.177 4.023 5.793  0.25
H: -0.181 5.527 3.868  0.25
H: -0.970 4.633 1.730  0.23
H: -3.618 1.708 2.956  0.23
H: -5.596 0.263 3.198  0.25
H: -6.063 -1.491 1.525  0.24
H: -4.558 -1.806 -0.405  0.24
H: -2.563 -0.375 -0.664  0.22
Br: 3.008 0.275 -5.268  0.18
C: 2.330 -1.313 -4.541  -0.10
C: 2.673 -2.543 -5.107  -0.10
C: 2.177 -3.734 -4.591  -0.19
C: 1.338 -3.723 -3.497  -0.11
C: 1.008 -2.468 -2.935  -0.26
C: 1.490 -1.256 -3.452  -0.16
C: 0.178 -2.596 -1.822  0.95
O: -0.458 -2.964 -0.975  -0.27
O: -0.085 -0.214 -1.070  -0.57
H: 3.334 -2.563 -5.964  0.26
H: 2.451 -4.676 -5.046  0.27
H: 0.950 -4.641 -3.079  0.26
H: 1.186 -0.316 -3.024  0.25
F: 3.967 2.763 5.429  -0.25
C: 3.355 2.253 4.381  0.32
C: 3.082 0.890 4.338  0.28
F: 3.434 0.114 5.346  -0.26
C: 2.426 0.355 3.243  0.32
F: 2.132 -0.937 3.203  -0.27
C: 2.042 1.181 2.194  0.18
O: 1.351 0.681 1.146  -0.56
C: 2.328 2.539 2.248  0.30
F: 1.950 3.299 1.215  -0.29
C: 2.981 3.085 3.331  0.29
F: 3.236 4.381 3.383  -0.26

- Charge: +2
- Orbital gap: 7.0 eV
- 2S+1: 1
- HOMO level: -14.66 eV